DFT (ωB97M-V with the def2-TZVPD basis set) results for a cluster of 14 separate species, C19H66N10O14 in total at a distorted geometry.

Gap between HOMO and LUMO ... 7.1 eV
ΔE to the lowest compared entry with this formula, charge and spin ... 20.48 kcal per mole
E ... -64335.22465 eV
Spin multiplicity ... 1

Geometry as XYZ:
```
109
Properties=species:S:1:pos:R:3:lowdin_charge:R:1
C 3.01022 -0.66385 -2.66015 -0.060
C 2.63522 -0.30085 -1.24915 -0.372
O 3.39122 -0.92985 -0.33015 -0.059
H 2.81422 -1.70385 -2.93015 0.070
H 4.09922 -0.59385 -2.80515 0.078
H 2.73822 0.10615 -3.39215 0.063
H 1.60122 -0.37285 -1.06115 0.071
H 2.77722 0.71915 -1.10515 0.071
H 3.33122 -0.37985 0.45185 0.002
C -1.05578 4.72015 0.73685 -0.075
C -0.80878 5.92215 -0.12315 -0.362
O -1.74578 6.30915 -1.05615 -0.062
H -2.04378 4.71915 1.23385 0.105
H -0.27578 4.65815 1.48485 0.070
H -0.84378 3.83415 0.26685 -0.001
H 0.16022 6.01415 -0.54415 0.088
H -0.72778 6.79415 0.59285 0.129
H -1.76178 5.61215 -1.71615 0.025
C -5.23678 -2.58185 0.78685 -0.079
C -4.15478 -2.76385 1.94785 -0.299
O -3.53578 -1.52285 2.15085 -0.102
H -4.62878 -2.35685 -0.11115 0.045
H -5.94578 -1.75485 0.91885 0.056
H -5.83078 -3.48885 0.43985 0.075
H -3.48978 -3.60185 1.60485 0.093
H -4.56078 -3.06785 2.90985 0.097
H -3.02578 -1.38785 1.37385 -0.022
C 0.22122 -3.67385 -0.80915 -0.108
C 1.41022 -4.53585 -0.99415 -0.324
O 2.05522 -4.10485 -2.18215 -0.071
H 0.52422 -2.66185 -0.58815 0.066
H -0.53678 -4.01885 -0.07315 0.071
H -0.36078 -3.74285 -1.74615 0.069
H 1.01122 -5.57885 -0.95415 0.127
H 2.07922 -4.25385 -0.18215 0.082
H 1.38122 -4.18385 -2.86415 0.080
C -0.09278 0.23015 -3.41715 -0.091
C -0.31178 -1.19085 -3.11215 -0.337
O -1.43678 -1.40285 -2.30815 -0.068
H -0.85678 0.71115 -4.01715 0.078
H 0.81922 0.17715 -4.00915 0.060
H 0.08322 0.84815 -2.55515 0.040
H 0.55322 -1.59385 -2.66715 0.059
H -0.52478 -1.69685 -4.02615 0.115
H -1.25378 -1.05785 -1.43415 0.024
C 2.48822 3.41915 -1.38115 -0.593
O 1.31322 2.71915 -1.17415 -0.119
N 2.84422 3.80415 -2.59715 0.141
N 3.33422 3.76215 -0.47615 0.173
H 2.21922 3.48115 -3.35815 0.125
H 3.74622 4.31515 -2.93915 0.170
H 3.13322 3.37515 0.45185 0.041
H 4.23722 4.25315 -0.49915 0.140
C -0.50378 -0.40685 0.66785 -0.572
O -1.60178 -1.21185 0.48085 -0.096
N -0.30678 0.72015 0.07585 0.189
N 0.44822 -0.74785 1.50285 0.208
H -1.05978 1.08815 -0.44615 0.039
H 0.62122 1.18715 -0.01015 0.099
H 0.27022 -1.64885 1.89185 0.057
H 1.37822 -0.35585 1.63285 0.056
C -0.08278 -3.88285 2.65785 -0.698
O -1.30878 -4.20085 2.27685 -0.055
N 0.98922 -4.56185 2.41785 0.169
N 0.15822 -2.85985 3.43485 0.124
H 0.90722 -5.48385 1.90985 0.155
H 1.96022 -4.24085 2.63885 0.056
H -0.71778 -2.42185 3.83285 0.162
H 1.03122 -2.75485 3.98685 0.133
C 3.47322 1.68615 1.96985 -0.540
O 2.83622 0.48915 1.78285 -0.104
N 4.79922 1.80715 2.05085 0.150
N 2.81922 2.82515 2.04285 0.127
H 5.32422 0.92315 2.24085 0.139
H 5.39722 2.74015 2.10985 0.179
H 1.80522 2.61315 2.22185 0.068
H 3.25722 3.69915 2.40585 0.157
C -1.85278 3.26915 -2.46615 -0.574
O -1.90378 2.23215 -1.51215 -0.125
N -0.85378 4.08715 -2.55315 0.143
N -2.78378 3.53015 -3.32415 0.169
H -0.06878 3.87515 -1.90815 0.083
H -0.74678 4.93815 -3.15515 0.160
H -3.70578 2.98515 -3.30215 0.171
H -2.84578 4.22915 -4.03115 0.108
C -2.86778 -4.23785 -1.46415 -0.208
O -4.21178 -4.58885 -1.43615 -0.129
H -2.70278 -3.32585 -0.89015 0.053
H -2.46078 -3.86685 -2.44815 0.082
H -2.26778 -5.08685 -1.10615 0.086
H -4.74078 -3.89185 -1.87915 0.093
C -0.16278 1.60815 3.57685 -0.065
O 0.33722 2.27415 2.40785 -0.148
H -0.71578 0.74315 3.35585 0.066
H -0.66378 2.29015 4.24085 0.090
H 0.64322 1.25915 4.07785 0.047
H -0.25178 2.22815 1.63985 0.066
C -3.46878 1.53015 1.02285 -0.148
O -4.82778 1.43415 1.48885 -0.107
H -2.85178 1.06915 1.81085 0.073
H -3.19378 2.57415 0.74785 0.062
H -3.36678 0.99715 0.05885 0.073
H -5.42378 1.52515 0.78485 0.037
C 3.41522 -2.63985 2.09785 -0.163
O 3.59722 -3.91785 2.67385 -0.155
H 4.38222 -2.19385 1.83185 0.086
H 2.96522 -1.84885 2.71985 0.075
H 2.80422 -2.79185 1.21585 0.058
H 3.93522 -4.62485 2.04385 0.143
```